{
  "formula": "C20H31NiO2",
  "method": "the ωB97M-V functional and the def2-TZVPD basis",
  "elements": ["Ni", "O", "O", "C", "C", "C", "C", "C", "C", "C", "C", "C", "C", "C", "C", "C", "C", "C", "C", "C", "C", "C", "C", "H", "H", "H", "H", "H", "H", "H", "H", "H", "H", "H", "H", "H", "H", "H", "H", "H", "H", "H", "H", "H", "H", "H", "H", "H", "H", "H", "H", "H", "H", "H"],
  "xyz": [[0.818, -1.533, 1.323], [-1.653, 1.784, -1.522], [0.926, -1.769, -0.518], [-3.386, 3.555, -1.356], [1.501, -2.702, -2.665], [1.862, -2.683, -1.192], [2.000, -3.023, 1.783], [0.006, -1.149, -1.495], [0.285, -1.786, -2.843], [-1.226, -0.510, 3.091], [-1.654, -0.651, 1.744], [-0.841, 3.810, -1.247], [-0.616, -2.628, 2.404], [-0.519, 2.383, -0.822], [2.594, -0.327, 1.516], [1.577, 0.706, 3.328], [1.660, 0.669, 1.014], [1.034, 1.274, 2.142], [-0.593, -1.702, 3.508], [-2.059, 3.297, -3.469], [-2.057, 3.131, -1.956], [2.557, -0.247, 2.964], [-1.319, -1.977, 1.305], [-1.118, 4.471, -0.423], [1.271, -3.721, -2.985], [-0.112, 4.239, -1.936], [-1.414, 0.349, 3.735], [-3.565, 4.616, -1.586], [-1.683, -2.501, 0.420], [-1.030, -1.305, -1.161], [0.434, 2.014, -1.223], [1.536, -3.952, 1.424], [-0.600, 2.206, 0.257], [1.617, 0.993, -0.022], [3.351, -0.826, 0.916], [-0.218, -1.929, 4.502], [2.872, -2.298, -1.018], [-0.362, -3.680, 2.439], [-1.112, 2.983, -3.921], [-2.882, 2.728, -3.922], [-2.224, 4.355, -3.719], [-4.213, 2.976, -1.786], [0.455, -1.003, -3.590], [1.329, 1.005, 4.346], [0.219, -0.080, -1.494], [1.771, -3.666, -0.714], [2.129, -3.065, 2.872], [3.222, -0.776, 3.642], [-3.383, 3.434, -0.266], [2.985, -2.935, 1.312], [2.352, -2.350, -3.253], [-2.244, 0.061, 1.167], [0.311, 2.090, 2.109], [-0.593, -2.355, -3.160]],
  "forces_ev_per_a": [[0.1, 0.7, 2.2], [0.2, 1.4, -0.2], [-0.2, -0.7, -4.3], [-0.2, 0.0, -0.1], [0.1, -0.1, -0.3], [-0.5, 0.5, 0.9], [0.7, -1.1, -0.1], [0.5, -0.1, 0.8], [-0.3, 0.0, -0.2], [-0.6, -0.5, -0.3], [-0.4, -0.7, 0.4], [-0.6, -0.8, -0.4], [-1.9, 0.7, 0.2], [0.3, -0.5, 0.4], [-0.2, 1.6, 0.8], [0.9, 0.2, -0.8], [0.6, -0.1, 1.2], [0.9, 0.1, -0.1], [-0.6, -0.4, -0.9], [-0.2, -0.1, -0.1], [0.1, 0.5, 0.0], [-0.1, 0.9, -0.8], [0.0, -0.1, 1.4], [0.2, 0.1, -0.3], [0.1, 0.1, 0.0], [-0.1, 0.2, 0.2], [0.3, -0.1, -0.4], [0.1, -0.2, 0.1], [0.2, 0.3, 0.2], [0.5, 0.1, 0.0], [-0.3, 0.0, 0.3], [0.2, -0.2, 0.2], [0.3, -0.2, -0.4], [-0.1, -0.3, 0.3], [-0.2, 0.1, 0.2], [0.2, 0.2, -0.3], [-0.2, -0.1, 0.1], [0.0, 0.2, 0.0], [-0.2, 0.0, 0.2], [0.2, 0.0, 0.1], [0.1, -0.2, 0.1], [0.1, 0.0, 0.2], [0.0, -0.2, 0.0], [-0.1, -0.2, -0.3], [-0.1, -0.1, 0.1], [0.0, 0.3, -0.1], [0.0, -0.1, -0.2], [-0.3, -0.1, -0.1], [0.0, -0.1, -0.2], [0.1, -0.1, 0.1], [-0.1, -0.1, -0.1], [0.3, -0.1, 0.1], [0.1, -0.4, 0.1], [0.1, 0.0, -0.1]],
  "mulliken_charge": [-0.13, -0.49, 0.81, -1.71, -0.59, -0.71, -1.54, 0.24, -0.70, -0.49, -0.30, -1.00, -0.77, 0.43, -1.19, -0.78, -0.36, -0.46, -0.70, -1.75, 1.63, -0.61, -0.89, 0.33, 0.25, 0.30, 0.48, 0.40, 0.77, 0.31, 0.39, 0.38, -0.40, 0.88, 0.74, 0.40, 0.25, 0.64, 0.35, 0.39, 0.38, 0.39, 0.34, 0.40, -0.56, 0.31, 0.26, 0.43, 0.36, 0.42, 0.27, 0.49, 0.41, 0.32],
  "homo_ev": [-2.059, -2.528],
  "charge": -1,
  "homo_lumo_gap_ev": [4.64, 5.11],
  "multiplicity": 3,
  "s2": 2.014,
  "e_lumo_ev": [2.6, 2.6]
}

{
  "formula": "C25H40Br2F3N2O21PS8Si",
  "method": "the ωB97M-V functional and the def2-TZVPD basis",
  "elements": ["Br", "Br", "S", "S", "S", "S", "S", "S", "S", "S", "P", "Si", "F", "F", "F", "O", "O", "O", "O", "O", "O", "O", "O", "O", "O", "O", "O", "O", "O", "O", "O", "O", "O", "O", "O", "O", "N", "N", "C", "C", "C", "C", "C", "C", "C", "C", "C", "C", "C", "C", "C", "C", "C", "C", "C", "C", "C", "C", "C", "C", "C", "C", "C", "H", "H", "H", "H", "H", "H", "H", "H", "H", "H", "H", "H", "H", "H", "H", "H", "H", "H", "H", "H", "H", "H", "H", "H", "H", "H", "H", "H", "H", "H", "H", "H", "H", "H", "H", "H", "H", "H", "H", "H"],
  "xyz": [[1.007, -0.624, -2.959], [4.017, -1.198, -1.748], [-9.950, -2.791, -1.129], [-5.394, -5.254, -3.933], [9.132, 3.014, 3.890], [1.624, -2.887, 4.196], [-3.962, -0.524, -0.428], [4.953, 0.819, 6.338], [0.319, 2.246, -5.303], [5.682, 1.993, 2.336], [5.653, -0.173, 4.779], [0.628, 3.689, 2.763], [2.770, -2.805, 0.178], [0.362, -3.028, -1.863], [2.731, -3.596, -1.893], [-4.996, 0.031, 0.381], [1.683, 2.081, -4.931], [7.999, 3.827, 3.585], [-5.174, -3.974, -4.523], [9.930, 2.394, 2.889], [-5.359, -6.366, -5.103], [-10.187, -3.809, -0.163], [-4.273, -0.155, -1.969], [-2.580, -0.294, -0.175], [-4.199, -2.117, -0.537], [0.239, 3.362, -6.469], [-6.497, -5.529, -3.082], [8.675, 1.882, 4.949], [-8.409, -2.318, -0.996], [-0.116, 0.972, -6.198], [10.110, 3.842, 4.873], [-4.036, -5.697, -3.178], [-10.637, -1.422, -0.609], [-0.709, 2.510, -4.356], [-10.260, -2.953, -2.507], [2.100, 3.053, 2.156], [1.125, -2.042, 2.860], [3.088, -2.143, 4.617], [-8.359, -0.917, -0.715], [-3.568, -6.938, -3.714], [3.181, -1.186, 3.639], [-0.942, 3.056, 1.884], [-0.569, 1.416, -7.479], [2.028, -0.101, 1.451], [3.233, 1.970, 0.272], [9.554, 1.911, 6.076], [-4.387, -1.357, -2.739], [9.960, 3.366, 6.214], [0.341, -1.356, -0.157], [-4.878, -2.406, -1.763], [2.204, 3.130, 0.726], [3.146, 0.854, 1.366], [4.281, -0.165, 3.490], [-9.645, -0.612, 0.027], [2.579, -2.421, -1.142], [0.580, 5.603, 2.834], [4.284, 0.822, 2.394], [2.083, -1.081, 2.575], [0.881, 0.015, 0.402], [0.494, 3.100, 4.589], [0.181, 2.710, -7.739], [-4.057, -6.957, -5.150], [1.100, -1.892, -1.425], [1.242, 2.895, 0.182], [9.175, 3.952, 6.698], [-4.658, -3.417, -2.096], [5.770, 2.514, 3.608], [-9.917, 0.441, -0.026], [-5.074, -1.214, -3.572], [2.868, 1.616, -0.740], [-1.805, 3.683, 2.270], [-1.167, 2.002, 2.221], [-0.365, 0.662, -8.237], [0.024, 0.541, 0.925], [-1.646, 1.589, -7.419], [9.052, 1.533, 6.965], [1.456, 5.992, 3.419], [-0.878, 3.158, 0.769], [10.892, 3.484, 6.766], [-0.721, -1.162, -0.498], [2.530, 4.150, 0.382], [-0.392, 5.860, 3.353], [-0.455, 2.487, 4.688], [-3.397, -1.610, -3.126], [-8.315, -0.380, -1.667], [1.168, 0.686, -0.453], [0.519, 6.047, 1.792], [-9.579, -0.918, 1.075], [0.346, 3.990, 5.275], [-4.107, -7.964, -5.560], [10.416, 1.279, 5.849], [0.273, -2.183, 0.597], [-4.013, -7.750, -3.133], [4.266, 2.367, 0.107], [-0.318, 3.340, -8.472], [1.366, 2.475, 4.918], [-5.952, -2.309, -1.586], [-3.427, -6.335, -5.791], [-7.475, -0.677, -0.124], [1.206, 2.514, -8.066], [5.949, -1.491, 5.227], [6.785, 0.542, 4.307], [-2.483, -6.998, -3.647]],
  "forces_ev_per_a": [[0.0, -0.7, 0.9], [-0.6, -0.7, 0.8], [0.1, 0.3, 0.2], [0.2, -0.7, -0.3], [0.1, 0.1, 0.3], [0.7, 1.2, -0.6], [-0.4, -0.6, -0.7], [0.3, 0.0, -0.1], [-0.1, 0.1, -0.4], [-0.6, 0.0, -0.2], [-1.8, 1.1, 0.9], [0.1, 0.0, 1.4], [-0.4, 0.9, -2.0], [0.9, 1.3, 0.6], [0.0, 1.7, 1.1], [0.5, 0.1, -0.1], [-0.5, -0.1, 0.2], [0.5, -0.5, -0.1], [-0.2, -0.1, 0.4], [-0.3, 0.4, 0.1], [-0.1, 0.2, 0.7], [0.1, 0.1, -0.5], [-0.2, -0.1, 0.8], [-0.6, 0.2, 0.3], [0.6, 0.7, 0.0], [-0.4, -0.4, 0.4], [0.2, 0.4, -0.3], [-0.1, 0.7, -0.2], [-0.6, -0.2, 0.3], [0.5, 0.5, 0.2], [-0.2, -0.6, -0.4], [-0.3, 0.4, -0.5], [0.4, -0.3, -0.6], [0.5, 0.0, -0.1], [-0.1, -0.1, 0.4], [-1.7, 1.1, -0.7], [2.2, 0.9, 0.6], [-2.1, 1.2, -3.3], [0.1, 0.6, -0.2], [0.0, -0.7, 0.1], [0.7, 2.0, -1.3], [-0.2, 0.1, 0.2], [-0.5, 0.2, -0.3], [3.1, 1.7, 0.2], [-1.1, 0.2, 0.0], [0.6, -0.2, 0.2], [0.4, -0.5, -0.4], [-0.4, 0.1, 0.5], [-0.5, 0.5, -0.8], [-0.7, 0.0, -0.3], [0.9, -0.9, -0.8], [-0.1, -1.6, 0.8], [0.2, 0.3, -1.9], [0.3, -0.1, 0.5], [0.4, -1.6, -0.7], [-0.3, -0.2, -0.6], [-1.5, -2.4, 2.1], [-0.4, -1.3, 1.6], [-0.2, -0.5, 1.0], [-0.6, 0.0, 0.1], [0.4, -0.3, -0.3], [0.6, 0.2, -0.2], [-1.2, -0.7, 0.6], [0.7, 0.3, 0.8], [0.0, -0.1, 0.0], [0.2, 0.2, 0.3], [-0.6, -0.6, -0.6], [-0.2, -0.1, -0.2], [0.0, 0.2, 0.2], [0.6, 0.1, 1.2], [0.9, -0.6, -0.5], [0.3, 1.0, -0.7], [0.1, -0.1, 0.2], [0.8, -0.7, -0.6], [0.0, 0.0, 0.0], [-0.2, 0.0, -0.2], [-0.9, -0.2, -0.6], [-0.4, -0.3, 1.0], [0.0, 0.1, -0.3], [1.4, -0.4, 0.2], [-0.1, -0.9, 0.4], [1.1, -0.2, -0.4], [1.1, 0.5, -0.1], [-0.1, 0.0, 0.0], [0.0, 0.0, 0.0], [-0.2, -0.8, 0.9], [0.3, -0.3, 1.2], [0.1, 0.1, 0.0], [0.4, -1.0, -0.7], [-0.3, 0.1, 0.0], [0.0, 0.0, 0.1], [0.4, 0.8, -0.6], [0.0, 0.0, 0.0], [-0.9, -0.5, 0.5], [0.0, 0.1, 0.3], [-0.8, 0.6, -0.2], [0.0, -0.1, -0.1], [0.0, -0.1, 0.0], [0.0, -0.2, 0.0], [-0.1, 0.0, -0.1], [0.1, 0.2, -0.9], [-0.2, -1.1, -0.4], [-0.1, 0.3, 0.1]],
  "mulliken_charge": [-0.07, -0.12, 1.05, 1.20, 1.13, 0.09, 0.73, -0.45, 0.98, -0.39, 0.24, 0.72, -0.21, -0.35, -0.24, -0.61, -0.50, -0.53, -0.53, -0.56, -0.31, -0.54, -0.34, -0.24, -0.35, -0.29, -0.55, -0.22, -0.25, -0.22, -0.31, -0.30, -0.32, -0.48, -0.54, 0.01, -0.49, -0.67, -0.10, -0.35, 0.59, -1.06, -0.33, 0.16, -1.65, -0.37, -0.27, -0.37, -0.39, 0.66, -0.25, 0.18, -0.03, -0.42, 0.53, -1.07, 0.80, 0.53, 0.15, -1.12, -0.38, -0.36, 0.53, 0.15, 0.29, -0.18, 0.24, 0.33, 0.36, 0.20, 0.40, 0.20, 0.30, -0.50, 0.29, 0.35, 0.26, 0.27, 0.32, -0.27, 0.37, 0.29, 0.31, 0.35, 0.25, 0.17, 0.29, 0.32, 0.32, 0.32, 0.28, 0.52, 0.28, 0.53, 0.31, 0.29, -0.18, 0.27, 0.17, 0.28, 0.14, 0.02, 0.32],
  "homo_ev": -7.910,
  "charge": 0,
  "homo_lumo_gap_ev": 6.96,
  "e_lumo_ev": -1.0
}

Largest force on an atom values (in eV/A) by entry order: 4.3, 4.1.
Calculated total energy values (in Eh) by entry order: -2439.291147, -11929.988217.